(1)
ORCA calculation (ωB97M-V with the def2-TZVPD basis set) on an isolated molecule of C14H18O6 in a non-equilibrium geometry.

Properties
Total charge: 0
Max |F| (eV Å⁻¹): 1.48
2S+1: 1
Relative energy (zero: lowest compared OMol25 entry of this formula, charge and spin) (kJ/mol): 0.00
E_LUMO (eV): 0.8
SMILES string: COC(=O)C(OC)(C(=O)OC)[C@H](OC)c1ccccc1
Orbital gap (eV): 9.73

Cartesian coordinates (Å):
H (2.923, -3.216, -1.345)
H (-0.930, 1.164, -1.348)
H (1.267, 0.042, -3.870)
O (-2.594, 0.116, 0.481)
C (1.702, 2.837, 2.366)
H (-2.005, -3.000, -2.128)
H (-3.571, -0.603, 2.181)
H (2.703, -3.140, 0.450)
C (1.995, 1.516, 0.357)
C (0.744, -1.392, 0.133)
H (-0.017, 1.251, -3.608)
C (0.417, 0.310, -3.241)
C (0.608, 1.507, 0.171)
C (-0.220, 2.225, 1.037)
O (0.948, 0.472, -1.921)
H (-1.291, 2.229, 0.829)
O (-1.291, -1.068, 1.888)
H (-1.275, -3.204, -0.505)
C (-3.536, 0.295, 1.558)
H (-3.208, 1.157, 2.151)
H (2.622, 0.992, -0.362)
C (-1.460, -0.552, 0.806)
O (1.310, -1.134, 1.177)
C (-0.499, -0.665, -0.388)
C (-0.021, 0.691, -0.941)
O (1.237, -2.269, -0.760)
H (3.216, -1.690, -0.449)
C (2.538, 2.185, 1.453)
C (-1.845, -2.525, -1.157)
H (3.614, 2.128, 1.607)
H (2.119, 3.257, 3.280)
H (-2.821, -2.265, -0.725)
H (-4.495, 0.493, 1.079)
C (2.612, -2.604, -0.501)
C (0.324, 2.882, 2.139)
H (-0.350, 3.377, 2.841)
O (-1.127, -1.316, -1.469)
H (-0.342, -0.482, -3.263)


(2)
ORCA calculation (ωB97M-V with the def2-TZVPD basis set) on a structure of composition C24H49CaN3O9S in a non-equilibrium geometry.

Properties
Total charge: 0
Max |F| (eV Å⁻¹): 2.18
2S+1: 1
Relative energy (zero: lowest compared OMol25 entry of this formula, charge and spin) (kJ/mol): 0.00
E_LUMO (eV): -4.6
Orbital gap (eV): 0.80

Cartesian coordinates (Å):
C (-0.012, 0.722, -3.610)
H (8.311, -1.066, 1.342)
H (5.164, 1.070, 1.888)
H (-3.177, 0.314, 2.977)
H (-3.004, 0.141, 4.745)
C (-0.167, -0.946, -0.091)
H (-1.231, -0.714, -0.099)
H (6.637, -2.278, -0.926)
H (-1.397, 0.089, -2.126)
H (6.273, -0.844, 2.622)
H (-3.413, -4.469, 1.421)
C (-1.466, 1.247, 3.740)
C (-2.486, 0.134, 3.800)
H (-1.007, 2.033, -4.992)
C (4.880, -1.686, 1.205)
H (7.159, -0.175, 0.375)
H (0.365, 3.490, 3.646)
O (8.047, -5.693, 1.037)
H (1.090, 0.440, -1.173)
O (-1.217, 2.703, -3.044)
C (0.544, -0.469, -1.389)
O (1.974, 0.708, 3.714)
C (0.472, -0.377, 1.171)
H (-5.614, -4.780, 0.672)
H (-5.221, -5.451, -1.575)
C (-2.241, 3.541, -3.244)
H (-4.426, -3.951, -2.007)
C (-6.190, 4.195, -3.873)
C (-4.938, -4.132, 0.107)
C (1.022, 1.460, 3.679)
H (-3.808, -1.878, -1.840)
C (-5.202, -4.381, -1.374)
C (-2.326, 4.749, -2.381)
S (0.309, 2.383, 0.884)
H (8.398, -4.806, 1.196)
H (-0.685, 3.479, 1.136)
H (4.862, -2.510, 0.488)
H (-2.023, -0.820, 3.585)
C (4.205, 0.763, 1.469)
H (-2.941, -3.840, 0.024)
H (-0.048, -2.020, -0.032)
C (6.282, -1.564, 1.797)
H (0.264, 0.183, -4.510)
H (-3.267, 4.869, -1.864)
H (-2.073, 1.048, -3.969)
O (-1.717, 2.353, 4.141)
C (-1.294, 5.606, -2.264)
H (8.349, -1.881, -0.993)
H (-5.394, -1.134, -1.456)
H (-6.163, -3.965, -1.679)
H (-3.891, -0.252, -1.157)
H (1.237, -1.258, -1.658)
H (0.848, 1.300, -3.293)
H (1.066, 3.000, 5.193)
H (3.535, 0.519, 2.292)
C (-5.232, -2.691, 0.549)
N (-0.209, 0.881, 3.124)
H (-0.673, -1.244, -2.985)
H (7.786, -3.167, 0.071)
O (-6.052, 4.059, -2.620)
H (3.790, 1.623, 0.934)
N (-0.245, 0.865, 1.690)
C (4.352, -0.427, 0.522)
C (-0.458, -0.282, -2.531)
C (-1.161, 1.632, -3.999)
H (-6.220, -2.362, 0.205)
H (6.548, -2.526, 2.242)
O (-6.024, 3.294, -4.694)
H (2.088, 3.259, 3.763)
H (-1.491, 6.670, -2.283)
H (4.994, -0.152, -0.318)
Ca (-1.969, 5.091, 0.739)
C (7.542, -2.180, -0.323)
H (-5.256, -2.672, 1.642)
C (7.367, -1.163, 0.800)
O (-3.127, 3.389, -4.060)
N (-3.565, -4.538, 0.418)
O (-6.513, 5.380, -4.164)
C (-4.354, -1.240, -1.142)
H (3.370, -0.659, 0.090)
H (-1.225, 0.734, 1.433)
O (-4.240, -1.747, 0.179)
H (4.189, -1.971, 2.006)
H (-0.273, 5.273, -2.151)
C (1.135, 2.893, 4.119)
H (1.517, -0.122, 1.055)
H (0.351, -1.101, 1.964)


(3)
ORCA calculation (ωB97M-V with the def2-TZVPD basis set) on a structure of composition C38H61Cl3KN2P2Si in a non-equilibrium geometry.

Properties
Total charge: -1
Max |F| (eV Å⁻¹): 1.18
2S+1: 1
Relative energy (zero: lowest compared OMol25 entry of this formula, charge and spin) (kJ/mol): 26.89
E_LUMO (eV): 2.3
Orbital gap (eV): 6.02

Cartesian coordinates (Å):
H (-1.096, -4.027, -2.975)
H (1.693, -2.368, 4.002)
Si (2.105, 1.761, 3.822)
H (-1.235, 3.877, -6.145)
H (0.294, -3.465, 0.371)
C (-1.055, 3.116, -3.352)
H (-2.115, 3.725, 0.056)
H (-3.960, 0.010, -1.178)
H (-1.357, -3.302, 2.461)
C (0.438, 5.663, -1.289)
H (5.870, -1.527, -1.344)
C (-2.352, -3.089, 0.004)
C (-1.421, -1.155, -1.151)
H (-3.733, -2.970, 3.994)
H (1.913, 0.679, -1.989)
C (-1.374, -3.377, -2.150)
P (-2.347, -0.513, 1.316)
Cl (3.404, 1.528, 5.517)
C (-1.690, 4.631, -0.385)
H (1.532, 2.698, -3.741)
H (0.076, 5.682, -2.318)
C (-2.030, -3.932, -1.051)
C (1.111, -3.980, 0.881)
H (6.069, -0.135, 0.087)
Cl (1.191, 3.609, 4.472)
H (-2.242, 3.026, 2.184)
H (-2.796, -5.678, -0.049)
H (0.737, -4.282, 1.854)
K (0.264, 0.894, 1.453)
H (-0.406, -1.865, 2.831)
H (-1.501, -6.024, -1.200)
C (-1.070, -2.033, -2.202)
C (-2.138, 3.700, -5.554)
C (2.846, -2.647, 2.193)
C (2.581, 1.401, -1.509)
H (-4.130, 1.871, 2.031)
H (-5.278, 1.002, -0.531)
C (4.416, -1.143, 3.490)
H (3.181, 3.225, -3.385)
H (2.842, -4.040, -1.909)
C (-1.868, 2.748, -4.414)
H (2.470, -2.358, -2.316)
H (5.394, -1.559, 3.758)
H (-3.054, 1.143, -5.197)
C (-0.165, 4.514, -0.483)
H (0.234, 4.607, 0.534)
H (-0.547, -1.628, -3.061)
H (-4.083, -2.987, 2.265)
H (-2.137, 4.749, -1.373)
Cl (0.557, 0.402, 4.438)
H (-4.720, -0.940, 0.975)
H (-0.625, 4.111, -3.364)
C (-0.771, 2.265, -2.288)
H (-1.978, 5.488, 0.230)
H (-2.484, 4.668, -5.182)
C (-2.379, -5.399, -1.018)
H (5.285, 0.597, 1.477)
C (4.519, -1.347, 1.003)
C (-2.152, 0.593, -3.346)
H (-3.594, 1.546, -0.406)
C (-4.248, 0.672, -0.363)
H (-2.852, -3.524, 0.859)
C (1.998, 2.819, -1.631)
H (-2.523, -0.762, 3.664)
H (4.534, -0.064, 3.399)
H (-4.707, -1.689, 3.272)
H (2.703, 1.112, -0.463)
C (-1.330, 0.952, -2.241)
C (2.136, 3.308, -3.070)
H (1.834, 4.349, -3.184)
N (-1.335, 2.781, 2.564)
H (4.485, -0.595, -1.915)
H (-1.495, 2.296, 3.443)
C (2.307, -3.135, 3.521)
C (-1.316, -2.411, 3.087)
H (-3.120, -5.641, -1.785)
C (-2.408, 1.462, -4.384)
C (5.648, -0.348, 1.066)
C (-2.560, -1.536, 2.888)
H (-4.456, 0.505, 3.098)
C (2.322, -3.080, 0.970)
H (1.702, -4.031, 3.420)
H (3.557, 1.343, -1.999)
P (0.275, 2.724, -0.878)
H (1.287, -3.330, -1.479)
C (3.906, -1.731, 2.200)
C (4.793, -1.559, -1.502)
H (4.598, -2.324, -2.249)
N (-1.159, 0.183, -1.142)
H (0.158, 6.614, -0.825)
H (-2.614, -0.386, -3.346)
H (-0.852, 3.639, 2.805)
C (4.065, -1.866, -0.211)
H (3.736, -1.306, 4.320)
H (6.451, -0.699, 1.718)
H (-5.704, 1.077, 1.983)
C (2.925, -2.675, -0.231)
C (-4.122, -0.024, 0.992)
C (-3.846, -2.339, 3.108)
H (1.339, -4.884, 0.311)
H (3.128, -3.375, 4.195)
C (-2.054, -1.729, -0.014)
H (-2.902, 3.301, -6.222)
C (-4.631, 0.903, 2.097)
C (2.351, -3.127, -1.554)
H (1.527, 5.608, -1.303)
H (-1.233, -2.726, 4.130)
H (2.566, 3.482, -0.968)


Q: The highest orbital gap belongs to which entry?
A: C14H18O6